# 1
DFT (ωB97M-V with the def2-TZVPD basis set) results for a molecular structure, C64H49N2O3P2PdS2 in a non-equilibrium geometry.

Values from the calculation:
- Orbital gap (spin up / spin down): 0.239 / 0.146 Ha
- Max |F|: 0.058 Eh/bohr
- 2S+1: 5
- Net charge: +3
- HOMO energy (spin up / spin down): -0.5211 / -0.5302 Ha
- E: -119988.1965 eV

Each line ends with the Mulliken spin population.
Positions of all 123 atoms, in Å:
1 Pd -0.36737 0.25167 -0.29239  1.109
2 S 2.06233 0.06627 0.06681  -0.013
3 S -1.27697 -2.20583 -0.09429  -0.044
4 P 0.28743 0.93667 -2.60979  0.247
5 P 0.09843 0.61547 2.37661  0.280
6 O -0.69897 -1.78953 1.17841  0.107
7 O -0.26827 -2.34353 -1.12129  0.013
8 O 1.75693 1.39727 -0.55639  0.179
9 N -2.09767 1.74547 -0.36939  0.094
10 N -2.15147 -0.91493 -0.58309  0.460
11 C 4.64583 0.75227 0.83111  -0.008
12 C 4.10863 0.55517 3.48921  -0.002
13 C -5.72737 1.19327 -0.19479  0.259
14 C 2.97463 -0.86403 -1.15289  -0.014
15 C -2.70077 -4.43083 -0.90269  0.001
16 C -1.10267 0.37547 -3.66719  0.039
17 C -1.41107 -2.34583 4.69661  -0.016
18 C -4.49727 1.88507 -0.24429  -0.025
19 C -2.45047 -1.52643 -4.29749  -0.008
20 C 1.71743 0.40387 3.22081  0.053
21 C 3.36063 0.47057 1.24991  0.034
22 C -2.30897 -3.62173 0.15041  -0.002
23 C 2.02843 4.45797 -3.67649  -0.010
24 C 4.71253 -2.55093 -1.47029  -0.005
25 C 4.58663 -2.53873 -5.23669  -0.001
26 C 2.75703 0.41977 5.45241  -0.001
27 C -2.09417 0.29787 4.18181  0.036
28 C 6.32303 0.72677 4.27331  -0.002
29 C -0.52227 3.56557 -3.04509  0.033
30 C -3.13607 3.87517 -0.24309  -0.006
31 C 5.27483 -3.07143 -3.96419  -0.002
32 C -0.66427 -1.60203 3.80591  0.042
33 C -0.33327 4.86537 -3.47859  -0.012
34 C 4.01003 0.49867 4.89011  0.018
35 C 0.85463 3.26717 2.90631  0.020
36 C -1.39757 -0.98773 -3.58519  0.034
37 C -0.19707 2.40217 2.61201  0.121
38 C 1.74083 -0.04093 -4.64819  0.013
39 C -4.20457 -5.59383 0.59621  0.001
40 C 4.57133 -2.40793 -2.83389  0.011
41 C -4.37867 3.29247 -0.19919  0.015
42 C -3.29647 1.13607 -0.35259  0.020
43 C 5.37443 0.55967 5.47961  -0.001
44 C 2.71333 -0.75303 -2.54299  -0.024
45 C -2.93427 0.64057 -5.20439  -0.003
46 C -5.32097 -6.54763 0.84331  0.000
47 C 1.84033 3.14627 -3.28299  0.037
48 C -2.51317 -1.77893 5.32271  0.046
49 C -3.71337 -4.82653 1.65591  -0.001
50 C -2.78167 -3.83163 1.43791  -0.003
51 C -2.00257 3.05557 -0.30839  0.007
52 C 5.44063 0.73947 3.07261  0.015
53 C -2.83617 -0.45403 5.07731  -0.010
54 C -3.23187 -0.70863 -5.09889  0.035
55 C -1.00167 -0.27143 3.53321  0.088
56 C -0.70537 5.06517 3.22931  0.035
57 C 0.59903 4.59487 3.19471  -0.006
58 C 2.62833 -0.80533 -5.40679  0.009
59 C 1.64293 0.38597 4.61231  0.034
60 C -1.87587 1.18757 -4.49709  0.018
61 C 1.73243 -0.00293 -3.25469  0.094
62 C -1.49917 2.90277 2.55211  0.030
63 C 5.70273 0.91427 1.73251  0.004
64 C 3.88723 -1.78173 -0.65339  0.016
65 C -3.32747 -0.30823 -0.41789  0.168
66 C -1.75317 4.21717 2.90421  -0.005
67 C 3.58663 -1.53553 -3.33939  -0.002
68 C 0.55783 2.67627 -2.99949  0.097
69 C -4.58017 -0.93153 -0.38619  0.160
70 C 3.00463 0.46447 2.61621  -0.011
71 C 0.93903 5.30417 -3.81909  0.033
72 C -3.64507 -5.41593 -0.66919  0.000
73 C -5.74817 -0.18373 -0.27469  0.006
74 C 3.55643 -1.57983 -4.74659  0.008
75 H 1.86943 2.90267 2.91931  0.005
76 H 3.97763 -1.88883 0.41681  0.002
77 H -0.90497 6.09277 3.48891  0.000
78 H 5.20703 -4.15743 -3.87759  0.001
79 H 6.91373 1.63917 4.33871  0.001
80 H -6.64677 1.75137 -0.10399  -0.005
81 H -2.30917 2.26977 2.21731  -0.005
82 H -4.63177 -2.00473 -0.47239  0.000
83 H -2.34557 1.33457 4.03851  0.004
84 H 5.58353 -0.35503 6.03881  0.002
85 H 1.42423 5.25837 3.40191  0.001
86 H -1.00117 3.47037 -0.31359  -0.007
87 H -2.76857 4.58207 2.93801  0.000
88 H 2.61423 0.42177 6.52121  0.002
89 H -1.13487 -3.36673 4.91401  0.000
90 H 2.68423 2.47877 -3.19369  0.005
91 H 5.43623 -3.22643 -1.04359  0.000
92 H 5.29243 -2.05103 -5.91139  0.000
93 H 4.11993 -3.34493 -5.80719  0.001
94 H -2.39897 -3.22143 2.24281  0.002
95 H -3.65737 0.00577 5.60501  0.001
96 H -1.50797 3.25017 -2.73199  0.006
97 H -1.17257 5.54227 -3.55749  0.000
98 H 6.34143 -2.83763 -3.94789  0.001
99 H 4.84323 0.82827 -0.22669  0.000
100 H 0.66873 0.37837 5.07811  0.000
101 H -6.69807 -0.69883 -0.25009  0.007
102 H -2.65867 -2.58403 -4.23819  0.000
103 H -4.98427 -7.37643 1.46521  0.000
104 H -0.78577 -1.62333 -2.96409  0.022
105 H 3.02193 4.82667 -3.88779  0.000
106 H 1.08663 6.31207 -4.16589  0.001
107 H -3.52427 1.26907 -5.85509  0.001
108 H -4.05847 -1.12463 -5.65209  0.001
109 H -5.72007 -6.95403 -0.08129  0.000
110 H 1.00343 0.55157 -5.17389  0.004
111 H -4.07937 -5.01113 2.65421  0.000
112 H -3.96207 -6.05593 -1.47579  0.000
113 H 2.55743 -0.78993 -6.48259  0.000
114 H -2.25437 -4.29363 -1.87459  0.000
115 H 7.03993 -0.09283 4.20751  0.001
116 H 5.45993 1.38307 6.19001  0.002
117 H -6.11827 -6.04153 1.38881  0.000
118 H 0.17883 -2.04873 3.30211  -0.002
119 H -3.00527 4.94407 -0.23529  0.000
120 H -1.64397 2.23117 -4.63639  0.003
121 H 6.69383 1.13477 1.37141  0.000
122 H -5.26677 3.89907 -0.11179  0.001
123 H -3.10197 -2.36433 6.01271  0.001

---

# 2
DFT (ωB97M-V with the def2-TZVPD basis set) results for a molecular structure, C4H2LiO2Pb in a non-equilibrium geometry.

Values from the calculation:
- Orbital gap: 0.264 Ha
- Max |F|: 0.079 Eh/bohr
- Net charge: +1
- HOMO energy: -0.4455 Ha
- E: -13715.6454 eV

Each line ends with the Mulliken charge.
Positions of all 10 atoms, in Å:
1 Pb -0.63252 -1.40279 1.82162  0.913
2 O -0.96837 2.19048 0.64703  -0.701
3 O -0.36106 -1.62056 -0.34055  -0.351
4 C 0.55527 -0.92900 -1.05228  0.413
5 C 0.25920 0.45159 1.77487  -0.709
6 C -0.49965 1.44344 1.51115  0.468
7 C 1.25504 0.09177 -0.94317  -0.671
8 Li -0.83900 1.33362 -1.23463  0.933
9 H 1.98297 0.78943 -1.33553  0.314
10 H -0.75188 -2.34796 -0.84849  0.390

---

# 3
DFT (ωB97M-V with the def2-TZVPD basis set) results for a gas-phase ion, C12H14ClN2 (charge +1) in a non-equilibrium geometry.

Values from the calculation:
- Orbital gap: 0.290 Ha
- Max |F|: 0.090 Eh/bohr
- Net charge: +1
- Structure (SMILES): C/[NH+]=C(C)/C=C(Cl)\N=C/c1ccccc1
- HOMO energy: -0.4622 Ha
- E: -28165.0531 eV

Each line ends with the Mulliken charge.
Positions of all 29 atoms, in Å:
1 Cl 1.81535 -3.50659 -1.60799  -0.117
2 N -0.79507 0.31743 -1.02082  -0.109
3 N 0.05866 -2.25958 -0.06195  -0.146
4 C 0.48148 0.82805 3.66462  -0.501
5 C 0.62096 -2.23938 -1.20654  0.514
6 C -2.04802 1.10510 -0.99932  -0.989
7 C 1.62917 1.48036 3.13907  -0.509
8 C 2.17796 1.03119 1.90620  -0.825
9 C -0.17405 -0.18521 3.04187  -1.013
10 C 0.41455 -1.32233 -2.28918  -0.821
11 C 0.32067 -0.54315 1.74542  0.735
12 C -0.32652 -0.18240 -2.19827  1.023
13 C -0.69278 0.54294 -3.47386  -1.386
14 C -0.32425 -1.63138 0.94353  -0.285
15 C 1.45867 0.05036 1.21239  0.271
16 H 0.06292 1.16387 4.57501  0.415
17 H -2.26735 1.37240 0.10492  0.300
18 H 0.57058 -1.59020 -3.31053  0.416
19 H 0.07376 0.50265 -4.23241  0.425
20 H -2.82235 0.40536 -1.37382  0.355
21 H -0.86014 1.71331 -3.47652  0.309
22 H -1.67693 0.23338 -3.78890  0.374
23 H -0.86271 -0.74830 3.59550  0.459
24 H 1.83083 -0.36996 0.33544  0.446
25 H 2.96746 1.46177 1.44586  0.525
26 H -1.24599 -1.95190 1.47488  0.336
27 H 2.09148 2.31230 3.59870  0.435
28 H -0.47069 -0.06141 -0.11624  0.083
29 H -2.00765 2.07133 -1.62706  0.280

---

# 4
DFT (ωB97M-V with the def2-TZVPD basis set) results for a molecular structure, C30H22Cl2NO2RuSSi in a non-equilibrium geometry.

Values from the calculation:
- Orbital gap (spin up / spin down): 0.253 / 0.254 Ha
- Max |F|: 0.036 Eh/bohr
- 2S+1: 2
- HOMO energy (spin up / spin down): -0.2930 / -0.2867 Ha
- E: -83392.0226 eV

Each line ends with the Mulliken spin population.
Positions of all 60 atoms, in Å:
1 Ru 0.39590 1.48390 -0.58313  0.954
2 Cl -4.44489 0.76298 -0.90807  0.000
3 Cl -5.32138 6.03238 -0.35007  0.000
4 S 2.61537 2.20084 0.04471  0.000
5 Si 0.83884 -0.87228 -0.63409  -0.006
6 O -1.64437 1.55406 -1.12265  0.020
7 O 0.32104 3.46173 -1.43121  0.012
8 N 0.64519 1.77683 1.67688  0.003
9 C 2.13103 1.68419 4.00380  -0.004
10 C -4.70100 3.41646 -0.66426  0.000
11 C 0.52976 -0.97143 -3.47843  -0.007
12 C 0.75730 1.44453 4.02741  0.001
13 C 0.11126 -1.51514 -4.68322  -0.002
14 C -2.23525 -1.98987 2.72886  0.010
15 C 4.78246 -3.26842 0.27186  0.000
16 C -1.74631 -1.12477 0.54074  -0.017
17 C 2.47442 -1.77379 -0.27324  -0.017
18 C 2.44822 -3.17141 -0.29523  -0.001
19 C -3.82343 2.37247 -0.83521  0.002
20 C -0.60062 4.24595 -1.16794  -0.002
21 C 3.68209 -1.14356 0.01978  0.001
22 C -2.66866 -1.45884 1.52112  -0.008
23 C 1.97473 1.99281 1.64317  -0.015
24 C -2.87709 4.97644 -0.74066  -0.001
25 C -1.04696 -3.25031 -3.49157  0.001
26 C 0.17293 -1.56263 -2.26505  -0.013
27 C -0.67451 -2.65858 -4.69026  0.000
28 C 3.58802 -3.91055 -0.02222  -0.001
29 C 2.74916 1.97220 2.80443  0.003
30 C -0.37805 -1.32383 0.75016  0.017
31 C -0.62966 -2.70378 -2.28672  0.001
32 C -0.87840 -2.18167 2.95322  -0.002
33 C -1.96722 3.92342 -0.94568  0.006
34 C 0.05600 1.50460 2.84285  0.001
35 C 0.04461 -1.84666 1.97351  0.037
36 C -4.21302 4.72516 -0.59982  0.001
37 C 4.82725 -1.88293 0.28863  0.001
38 C -2.42181 2.55874 -0.96640  0.009
39 H -0.99939 -3.08720 -5.62979  0.000
40 H -2.50367 5.99286 -0.71118  0.000
41 H 0.24490 1.21264 4.94951  0.001
42 H -1.01429 1.33972 2.80817  -0.001
43 H 1.14245 -0.07497 -3.47313  0.001
44 H -3.72552 -1.30599 1.33986  -0.001
45 H 0.40120 -1.05253 -5.61853  0.000
46 H 3.54674 -4.99300 -0.04032  0.000
47 H -2.08605 -0.70077 -0.39668  0.011
48 H 5.67400 -3.84632 0.48078  0.000
49 H -5.76130 3.22271 -0.58877  0.000
50 H 3.73734 -0.06556 0.03295  0.002
51 H -0.53982 -2.59995 3.89351  0.000
52 H 3.81143 2.15571 2.72884  0.000
53 H 5.75628 -1.37187 0.51069  0.000
54 H -0.33914 5.31200 -1.12204  0.003
55 H -0.93704 -3.16225 -1.35335  0.000
56 H 1.52298 -3.68610 -0.53358  0.000
57 H -1.66452 -4.14008 -3.49515  0.000
58 H 1.10317 -2.00143 2.15329  0.002
59 H -2.95486 -2.25390 3.49381  0.001
60 H 2.71212 1.62706 4.91509  0.000

---

Q: The lowest E belongs to which entry?
A: C64H49N2O3P2PdS2